1:
{
  "formula": "C22H29N3O5S",
  "method": "wB97M-V/def2-TZVPD",
  "lumo_ev": -0.53,
  "homo_ha": -0.305,
  "smiles": "COc1ccccc1/C=C/c1onc(C)c1S(=O)(=O)N1CCC(C(=O)NC(C)C)CC1",
  "orbital_gap_ev": 7.76,
  "spin_multiplicity": 1,
  "symbols": ["C", "H", "O", "C", "C", "C", "C", "C", "C", "C", "C", "C", "C", "C", "N", "O", "C", "H", "H", "H", "S", "O", "O", "N", "C", "C", "H", "H", "C", "C", "C", "H", "H", "H", "H", "C", "O", "N", "H", "C", "C", "H", "H", "H", "C", "H", "H", "H", "H", "H", "H", "H", "H", "H", "H", "H", "H", "H", "H", "H"],
  "coordinates": [[-7.4616, -0.6532, 0.6047], [-7.6504, -1.7034, 0.8218], [-6.0835, -0.5669, 0.3321], [-5.5466, 0.6369, 0.0097], [-6.2736, 1.8202, -0.0515], [-5.6498, 3.0099, -0.3841], [-4.2931, 3.0375, -0.6619], [-3.5610, 1.8695, -0.6050], [-4.1583, 0.6523, -0.2706], [-3.4223, -0.5878, -0.2069], [-2.0943, -0.7327, -0.3731], [-1.4330, -1.9953, -0.3023], [-0.0798, -2.2772, -0.3760], [-0.0061, -3.6881, -0.2460], [-1.2108, -4.1803, -0.1114], [-2.0950, -3.1500, -0.1424], [1.2089, -4.5374, -0.2475], [2.0556, -3.9617, -0.6108], [1.4172, -4.8880, 0.7627], [1.0487, -5.4098, -0.8756], [1.1827, -1.0601, -0.5179], [0.7684, -0.0490, -1.4450], [2.4377, -1.7235, -0.7763], [1.1518, -0.4155, 1.0090], [1.0917, 1.0281, 1.1758], [2.0865, 1.5202, 2.2254], [2.1866, 2.6030, 2.1402], [1.7072, 1.2950, 3.2242], [3.4683, 0.8709, 2.0521], [3.3666, -0.6647, 2.0975], [1.9119, -1.1429, 1.9978], [1.4030, -1.0361, 2.9608], [1.8804, -2.1949, 1.7102], [3.9467, -1.1108, 1.2895], [3.7817, -1.0348, 3.0366], [4.1100, 1.4825, 0.7973], [4.6785, 2.5564, 0.8786], [3.9838, 0.8012, -0.3494], [3.4571, -0.0581, -0.4062], [4.4441, 1.3201, -1.6262], [3.2950, 2.0323, -2.3407], [3.6133, 2.3717, -3.3227], [2.9785, 2.8964, -1.7606], [2.4491, 1.3568, -2.4547], [4.9860, 0.1619, -2.4544], [5.3270, 0.5170, -3.4231], [5.8203, -0.3138, -1.9439], [4.2026, -0.5782, -2.6051], [5.2383, 2.0413, -1.4028], [4.0964, 1.2205, 2.8778], [0.0706, 1.3018, 1.4746], [1.2942, 1.4850, 0.2048], [-1.4305, 0.0906, -0.5845], [-4.0137, -1.4682, 0.0035], [-2.5071, 1.8912, -0.8321], [-3.8117, 3.9667, -0.9242], [-6.2318, 3.9182, -0.4268], [-7.3314, 1.8258, 0.1585], [-7.7386, -0.0495, 1.4746], [-8.0624, -0.3493, -0.2581]],
  "mulliken_charge": [-0.970, 0.250, -0.363, 0.752, -0.632, -0.642, -0.861, -0.563, 0.728, -0.369, -0.177, -0.267, 0.117, 0.335, -0.823, -0.151, -1.314, 0.214, 0.300, 0.471, 1.835, -0.784, -0.778, 0.297, -0.563, -1.414, 0.529, 0.436, 0.516, -0.996, -0.871, 0.490, 0.342, 0.415, 0.379, 0.151, -0.724, 0.135, -0.122, 0.084, -1.166, 0.472, 0.325, 0.123, -1.357, 0.425, 0.340, 0.263, 0.493, 0.579, 0.432, 0.479, 0.206, 0.621, 0.443, 0.396, 0.379, 0.410, 0.361, 0.379]
}


2:
{
  "formula": "C22H29N3O5S",
  "method": "wB97M-V/def2-TZVPD",
  "lumo_ev": 0.38,
  "homo_ha": -0.300,
  "smiles": "COc1ccc(N([C@H](C)C(=O)N/N=C/c2ccc(OCC(C)C)cc2)S(C)(=O)=O)cc1",
  "orbital_gap_ev": 8.55,
  "spin_multiplicity": 1,
  "symbols": ["C", "H", "O", "C", "C", "C", "C", "C", "C", "H", "H", "N", "S", "O", "O", "C", "H", "H", "H", "C", "C", "H", "H", "H", "H", "C", "O", "N", "N", "C", "C", "C", "C", "C", "C", "C", "H", "H", "O", "C", "C", "C", "H", "H", "H", "C", "H", "H", "H", "H", "H", "H", "H", "H", "H", "H", "H", "H", "H", "H"],
  "coordinates": [[6.5695, -6.2137, 0.5083], [6.6460, -5.4553, 1.2944], [6.1864, -5.6481, -0.7208], [4.9837, -5.0097, -0.7969], [4.6564, -4.4689, -2.0424], [3.4735, -3.7881, -2.2240], [2.5739, -3.6413, -1.1680], [2.8840, -4.2074, 0.0617], [4.0834, -4.8742, 0.2526], [4.2924, -5.2942, 1.2240], [2.1781, -4.1531, 0.8748], [1.3747, -2.9502, -1.4218], [0.3342, -3.6958, -2.5024], [-0.9515, -3.0824, -2.3271], [0.9142, -3.6467, -3.8121], [0.2587, -5.4316, -1.9999], [-0.0094, -5.4574, -0.9516], [-0.4998, -5.9012, -2.6120], [1.2304, -5.8717, -2.1785], [0.7376, -2.0714, -0.4649], [1.7416, -1.2357, 0.3272], [2.3049, -1.8463, 1.0268], [1.2035, -0.4662, 0.8738], [2.4390, -0.7670, -0.3620], [0.1176, -1.3947, -1.0634], [-0.2259, -2.8227, 0.4441], [-0.1853, -4.0189, 0.6590], [-1.1854, -2.0544, 1.0187], [-1.2836, -0.7325, 0.8127], [-2.2606, -0.0898, 1.3175], [-2.4019, 1.3337, 1.1334], [-1.4887, 2.0610, 0.3592], [-1.6357, 3.4152, 0.1953], [-2.7012, 4.0984, 0.7973], [-3.6149, 3.3807, 1.5668], [-3.4611, 2.0176, 1.7275], [-4.1780, 1.4743, 2.3268], [-4.4476, 3.8747, 2.0422], [-2.7479, 5.4284, 0.5711], [-3.7952, 6.1913, 1.1369], [-3.6131, 7.6557, 0.7232], [-2.2861, 8.1949, 1.2505], [-2.2481, 8.1294, 2.3357], [-1.4632, 7.6169, 0.8389], [-2.1602, 9.2356, 0.9632], [-3.6918, 7.7918, -0.7950], [-3.5678, 8.8311, -1.0882], [-4.6536, 7.4416, -1.1633], [-2.9068, 7.2015, -1.2598], [-4.4352, 8.2207, 1.1769], [-3.7705, 6.1088, 2.2326], [-4.7658, 5.8217, 0.7780], [-0.9395, 3.9847, -0.4001], [-0.6734, 1.5327, -0.1078], [-3.0301, -0.5938, 1.9162], [-1.9009, -2.5392, 1.5697], [3.2140, -3.3768, -3.1856], [5.3570, -4.5909, -2.8530], [7.5509, -6.6534, 0.3371], [5.8739, -6.9973, 0.8262]],
  "mulliken_charge": [-0.827, 0.330, -0.468, 0.887, -0.718, -0.161, -0.935, -0.199, -0.641, 0.385, 0.477, 0.344, 1.226, -0.656, -0.676, -0.932, 0.315, 0.440, 0.293, 0.180, -1.606, 0.398, 0.434, 0.383, 0.579, 0.048, -0.700, -0.154, -0.035, -0.416, 0.827, -0.406, -0.664, 0.635, -0.419, -1.100, 0.297, 0.388, -0.248, -0.907, 0.432, -1.398, 0.358, 0.265, 0.422, -1.401, 0.422, 0.360, 0.268, 0.361, 0.479, 0.481, 0.425, 0.375, 0.296, 0.334, 0.514, 0.441, 0.238, 0.329]
}


2 is preferred energetically. Next in line: 0.0108 hartree higher.


1:
{
  "formula": "C3H6NPS",
  "method": "wB97M-V/def2-TZVPD",
  "lumo_ev": -1.94,
  "homo_ha": -0.368,
  "orbital_gap_ev": 8.07,
  "spin_multiplicity": 1,
  "symbols": ["C", "C", "C", "N", "P", "S", "H", "H", "H", "H", "H", "H"],
  "coordinates": [[-3.2698, 1.3671, 0.1211], [-0.3582, -0.0718, 1.5263], [-0.2819, 0.1018, -1.4239], [-4.0033, 2.2383, 0.2041], [-1.3004, -0.4542, -0.0009], [-1.8961, -2.2897, -0.1314], [-0.2043, 0.9978, 1.6299], [-0.9213, -0.4412, 2.3794], [0.5992, -0.5888, 1.4749], [0.0882, 1.1122, -1.2718], [0.5534, -0.5939, -1.5204], [-0.8892, 0.0572, -2.3260]],
  "mulliken_charge": [-0.125, -0.937, -0.921, -0.363, 0.607, -0.290, 0.349, 0.316, 0.358, 0.343, 0.352, 0.312]
}


2:
{
  "formula": "C3H6NPS",
  "method": "wB97M-V/def2-TZVPD",
  "lumo_ev": 0.55,
  "homo_ha": -0.347,
  "orbital_gap_ev": 10.00,
  "spin_multiplicity": 1,
  "symbols": ["C", "C", "C", "N", "P", "S", "H", "H", "H", "H", "H", "H"],
  "coordinates": [[1.0371, 0.0151, 0.9573], [0.8059, -1.1928, 0.5034], [1.2235, 0.4794, -1.1760], [1.2149, 0.9738, -0.0341], [-2.4006, 0.6836, 0.5461], [0.5826, -1.2068, -1.1230], [1.2793, 0.3630, 1.9292], [0.5387, -2.0534, 1.0379], [-2.7274, 0.2647, -1.1555], [1.1418, 0.9759, -2.1426], [-1.6893, -0.5799, 0.5754], [-1.0065, 1.2773, 0.0819]],
  "mulliken_charge": [-0.557, -0.209, 0.025, -0.464, -0.103, -0.073, 0.413, 0.454, 0.032, 0.367, 0.028, 0.086]
}


1 is preferred energetically. Next in line: 0.0366 hartree higher.